{"formula": "C42H75FNO13P2", "method": "ωB97M-V with the def2-TZVPD basis set", "e_tot_ev": -94138.443, "charge": 1, "orbital_gap_ev": 6.093, "symbols": ["H", "O", "O", "P", "O", "F", "H", "H", "C", "C", "C", "H", "C", "H", "C", "C", "O", "H", "C", "C", "H", "C", "O", "H", "H", "H", "H", "C", "C", "H", "O", "O", "C", "H", "H", "C", "C", "H", "H", "H", "H", "C", "C", "H", "H", "C", "C", "H", "H", "H", "H", "H", "C", "H", "C", "C", "H", "H", "H", "H", "H", "C", "C", "H", "H", "H", "H", "H", "H", "C", "H", "O", "H", "C", "H", "H", "H", "H", "H", "H", "H", "N", "C", "C", "H", "H", "H", "H", "C", "C", "H", "H", "H", "H", "O", "O", "C", "H", "H", "C", "C", "H", "C", "H", "H", "H", "H", "H", "C", "C", "H", "H", "H", "H", "C", "C", "H", "O", "H", "H", "H", "H", "H", "H", "C", "C", "P", "H", "C", "O", "H", "C", "C", "O"], "positions_angstrom": [[2.75792, -0.21208, 10.79457], [6.38095, 0.26522, -0.04784], [-5.07347, -3.75513, -4.06573], [-4.05399, -3.16121, -5.33097], [7.69446, 3.45399, -4.91634], [0.26869, 4.87241, 2.96593], [3.94717, 3.53383, -7.88176], [-1.06893, -2.88368, -3.44423], [1.62864, -2.69851, 3.04851], [3.89903, 4.60090, -7.65183], [1.93773, -4.13400, 7.16266], [3.17455, -2.56895, 0.32076], [0.57829, -3.00358, 0.46572], [-4.61896, -0.87899, 0.39580], [-0.08577, -2.68638, 8.45890], [2.54957, -1.74586, -0.25139], [1.24511, -2.30744, -0.64708], [-6.19852, 0.13961, 5.29144], [-4.32719, 3.67146, 3.30202], [-1.20269, -0.45263, 0.91884], [0.88028, -0.51965, 6.99176], [-0.63145, -1.52892, 9.49194], [5.61918, 2.50492, -4.89060], [-2.00015, -0.73838, -5.43161], [-2.13406, 1.32098, 2.98427], [-6.98044, -0.56251, 3.70266], [9.42412, 2.98751, -5.96709], [2.01291, -0.88285, 10.17868], [5.26517, 5.13170, -7.25546], [0.49126, 3.10479, 1.74148], [-4.94141, -1.75085, -5.24711], [7.55107, 3.63038, -7.28819], [3.61170, 1.55223, -5.86013], [-6.83300, -2.68075, -4.29236], [3.52836, 5.12931, -8.53735], [-6.79362, -1.65915, -6.82696], [9.36601, 5.11471, -5.49956], [5.54593, 0.91093, -1.93763], [-1.71658, 1.02900, 4.79892], [4.14035, 1.52828, -6.81520], [3.73029, -2.23434, 9.02079], [-6.48296, -3.69197, -4.08587], [-6.02772, 0.00608, 4.12991], [9.62372, 3.37637, -4.26910], [-6.98889, 2.04175, 3.49573], [0.72786, -0.60252, 4.67891], [1.54205, -2.95984, 8.23562], [-6.82838, -3.91576, -3.07224], [-7.16429, -1.13074, -7.71248], [-3.68657, -0.19599, 4.07958], [3.68286, 0.54645, -5.42880], [-3.78733, 0.29453, 1.65533], [4.71997, -1.19947, -1.23580], [2.45035, -0.73225, 0.36683], [2.57743, -2.05748, 9.13062], [-5.92797, 1.51497, 3.49198], [0.95407, -4.58530, 6.66558], [-6.74548, -2.72622, -7.05689], [-1.51790, 0.68870, 0.99105], [0.77762, 2.32951, 4.26245], [1.19019, -4.00534, 0.64795], [-2.46720, -1.49459, 0.83271], [-1.23375, 1.22336, 3.72511], [-1.46381, -0.52973, -3.77798], [-4.65688, -1.68961, 4.79650], [-2.55356, -1.93642, -0.24899], [-3.16997, 3.48826, 3.21775], [3.85965, 3.57930, -5.11723], [-6.55230, -4.73177, -5.99033], [0.77842, 0.22370, 6.09398], [0.05331, 0.25247, 11.12854], [2.97946, -3.76965, 6.19044], [8.69250, 5.52168, -6.25649], [-1.61695, -2.60344, -4.34891], [-1.26853, -3.27254, -5.14222], [-2.22172, -2.38549, 1.56921], [-5.58133, 1.39179, 2.36791], [-0.29565, -1.02638, -5.02212], [-1.33559, 3.76655, 2.06844], [5.95680, 5.03171, -8.09383], [-4.01787, -2.72494, 2.77550], [-0.31140, -0.88659, 2.10025], [9.07570, 3.65662, -5.17378], [-4.59610, -1.72470, 2.51810], [10.39700, 5.23367, -5.84699], [5.29481, -1.55736, -2.21634], [5.17915, 6.20250, -7.04144], [3.17150, 4.73768, -6.84725], [0.40829, -0.58566, 10.37363], [-4.92623, 2.51852, 4.34199], [-5.51350, -0.05755, -6.21657], [-5.55014, 3.12889, 5.15560], [-4.73585, -1.22835, -7.26896], [6.79176, 1.18118, 0.03149], [-3.14158, -2.62968, -6.46331], [3.28054, -1.34853, -1.50068], [-5.42748, -1.12836, -6.43059], [2.38904, -5.03213, 7.80677], [-4.46468, 4.75381, 3.78428], [-1.32664, -1.14534, -4.67468], [-4.64941, -0.86240, 3.94646], [9.22884, 5.73032, -4.60285], [-0.32083, 2.58735, 3.87834], [3.86427, 2.34429, -3.89711], [4.38201, 1.01966, -0.43133], [1.77541, 0.87955, 6.06009], [-4.78513, 3.59773, 2.21872], [2.32780, -3.62266, 2.87936], [-0.27027, 3.52900, 2.53517], [0.57273, -2.12968, 1.88615], [5.13092, -1.85401, -0.35268], [2.55391, 1.77124, -6.03469], [-0.59471, -0.53692, -0.10328], [-0.09814, 0.98102, 6.26208], [4.20968, 2.56808, -4.91074], [5.21055, 0.34485, -0.95388], [-0.89777, -3.31211, 7.88455], [5.75124, 4.50920, -6.07198], [-7.00978, -5.71360, -4.60393], [-5.70035, -2.04510, 2.23066], [-0.79991, 3.23897, 4.75022], [-8.13874, -4.48881, -5.20982], [-1.77940, -1.33299, 9.66449], [-7.52115, -1.52237, -6.02238], [-3.90272, -0.82922, 1.33010], [-0.29145, -0.12531, 3.44253], [6.63866, 3.09884, -6.15584], [-4.07539, 1.94553, 4.91888], [2.81437, -2.40314, 5.67269], [-2.99819, -2.80606, -4.09147], [-0.49129, -3.33106, 0.12033], [1.75673, -1.91164, 4.51887], [-7.08095, -4.70783, -5.03526], [3.65212, -1.44535, 6.15842]], "mulliken_charge": [0.300, -0.581, -0.352, 1.040, -0.315, -0.352, 0.182, 0.281, -0.950, -1.013, -0.571, 0.185, -0.770, 0.429, -0.390, 0.027, -0.286, 0.266, -0.627, -0.622, -0.115, -0.409, -0.296, 0.299, -0.253, 0.328, 0.326, -0.374, -0.277, 0.237, -0.340, -0.743, -1.123, 0.232, 0.411, -1.023, -0.991, 0.005, 0.280, 0.287, 0.311, -0.092, -0.778, 0.333, 0.342, 0.171, 0.541, 0.326, 0.409, -0.438, 0.304, -0.161, -0.436, 0.151, -0.178, -0.583, 0.258, 0.184, 0.437, 0.290, 0.340, -0.504, 0.043, 0.179, 0.399, 0.204, -0.156, 0.221, 0.293, -0.850, 0.325, -0.331, 0.257, -0.310, 0.355, 0.267, 0.191, 0.337, 0.225, 0.327, 0.296, 0.530, -0.308, -0.757, 0.347, 0.301, 0.306, 0.267, -0.350, -0.269, 0.307, 0.397, 0.324, 0.326, -0.750, -0.324, -0.315, 0.323, 0.325, -0.922, 0.137, 0.280, -0.558, 0.324, 0.181, 0.329, 0.295, 0.370, -0.158, 0.555, 0.277, 0.343, 0.317, 0.249, -0.063, 0.122, 0.224, -0.368, 0.331, 0.316, 0.315, 0.329, 0.294, 0.264, -0.109, 0.469, 0.980, 0.120, 0.310, -0.277, 0.215, 0.537, -1.104, -0.443]}